No. 1
# C4H9BN2

A single C4H9BN2 molecule (ωB97M-V/def2-TZVPD, the Open Molecules 2025 dataset).

The net charge is 0. The electronic energy is -291.88674 Eh. For the HOMO energy (spin up / spin down), the calculation gives -3.3 / -9.2 eV. The HOMO-LUMO gap (spin up / spin down) comes out at 4.140 / 6.471 eV. The energy above the lowest of the compared OMol25 structures with the same formula, charge and spin is 36.9 kcal/mol. As for the spin multiplicity: 3.

Positions of all 16 atoms, in Å:
H 0.23769 1.09832 -2.87205
H 0.26002 -2.86952 1.83023
N 0.05663 -0.95499 0.88883
H 1.72530 2.55554 -1.74482
N 1.12872 0.69132 -1.05530
C 0.04301 1.16609 -1.74898
H -0.60879 -1.75552 2.75855
H 1.99493 -0.07763 1.10891
H -0.96449 1.00260 -1.25607
B 1.06696 -0.12037 0.51698
H -1.98526 -1.03013 0.77283
C -1.20946 -1.60734 0.52109
C -0.36721 -1.96159 1.75523
H -1.11114 -2.20435 -0.40480
C 1.00163 2.14433 -1.12282
H 0.63925 2.69566 -0.29207

=====

No. 2
# C15H12BClNO5S

2 unconnected molecules or ions with the total composition C15H12BClNO5S (ωB97M-V/def2-TZVPD, the Open Molecules 2025 dataset).

The net charge is -1. The electronic energy is -1893.07961 Eh. For the HOMO energy, the calculation gives -2.7 eV. The HOMO-LUMO gap comes out at 3.595 eV.

Positions of all 36 atoms, in Å:
H -5.26640 2.89165 0.38032
H 2.49894 2.17579 -2.06222
H 2.17288 -1.94360 -0.75019
N -5.12240 2.14219 1.05324
C -1.66799 0.60464 -0.72635
C 0.38554 -0.78271 -0.75978
H 4.42188 0.93178 -1.13959
C 1.74995 -0.96904 -0.96570
H 4.30686 0.10465 -2.67405
C -1.54695 -1.34325 0.76221
C -2.76806 -1.52751 2.78092
Cl 8.30715 -1.50950 -2.26973
O 6.24029 -1.12608 -0.99169
H -1.98421 2.72137 0.67961
H -1.38134 -3.03944 2.08616
S 4.82805 -1.33349 -0.81060
C -0.53241 -1.85319 -0.23663
B -3.68027 1.90724 1.15778
O -2.40495 1.20896 -1.46876
C -3.35043 -0.29065 2.54304
C -1.85518 -2.08528 1.89087
O -2.85013 2.99698 1.00236
H -3.02522 -2.06707 3.68699
C 0.53672 1.53490 -1.48674
H 4.57331 -1.23064 0.54046
C 2.49397 0.11931 -1.41391
O 4.37165 -2.58666 -1.36158
O -0.50043 -2.99990 -0.59394
C -0.19641 0.45854 -1.00767
H 0.02171 2.47343 -1.65998
H -5.46818 2.52797 1.93050
C -2.12499 -0.09595 0.52084
H -4.04373 0.12068 3.27156
C 4.00865 0.04012 -1.62690
C -3.04643 0.47144 1.40805
C 1.89857 1.35232 -1.68890

=====

No. 3
# C4H12NO

A gas-phase ion, C4H12NO (charge +2) (ωB97M-V/def2-TZVPD, the Open Molecules 2025 dataset).

The net charge is +2. The electronic energy is -288.78860 Eh. For the HOMO energy (spin up / spin down), the calculation gives -20.4 / -20.3 eV. The HOMO-LUMO gap (spin up / spin down) comes out at 12.639 / 5.289 eV. The energy above the lowest of the compared OMol25 structures with the same formula, charge and spin is 44.2 kcal/mol. As for the spin multiplicity: 2.

Positions of all 18 atoms, in Å:
O -2.13547 -1.44317 -0.53313
H -1.99668 -0.00117 0.90961
H -1.21537 -1.60552 1.28986
H 2.71518 1.40436 1.12212
H -0.79451 1.42135 -1.25270
H -2.59216 -2.27711 -0.29045
H 0.18707 0.32257 -2.18562
C 2.18871 0.64836 0.53908
H 0.31498 1.74477 0.81540
H 0.46474 0.36776 1.83305
C -0.07043 -0.24112 -0.11409
H 2.37278 0.80494 -0.55640
C -1.45752 -0.87115 0.51334
H 0.52496 -1.11831 -0.39650
C 0.65341 0.71657 0.78840
N -0.46954 0.46371 -1.41163
H 2.64482 -0.32552 0.65628
H -1.33497 -0.01133 -1.72661

=====

No. 4
# C42H49BI2IrN9OTe

A molecular structure, C42H49BI2IrN9OTe (ωB97M-V/def2-TZVPD, the Open Molecules 2025 dataset).

The net charge is +3. The electronic energy is -3189.65219 Eh. For the HOMO energy (spin up / spin down), the calculation gives -15.2 / -15.2 eV. The HOMO-LUMO gap (spin up / spin down) comes out at 5.915 / 4.372 eV. The energy above the lowest of the compared OMol25 structures with the same formula, charge and spin is 0.0 kcal/mol. As for the spin multiplicity: 2.

Positions of all 106 atoms, in Å:
H 1.34293 0.20050 -4.11746
H -0.46820 -5.56401 -1.53260
N -1.15936 1.46045 -2.25757
C -7.46687 0.46469 -3.92790
C 3.47614 -1.66172 0.18831
N -5.31787 1.24042 -3.03713
H 1.49880 -3.52659 0.72460
C 1.05112 0.93265 -3.36715
C -0.51706 -1.02682 -0.84088
C 0.29908 -1.90989 4.51082
H 0.57524 -0.63604 7.44248
H 0.51482 5.75911 -0.26343
C 1.96269 3.65003 1.08074
H 2.60195 -4.78654 1.27322
H 1.94276 -1.29354 -2.12865
H 6.43198 -1.40374 -1.44387
H -7.49989 -0.52425 -3.46886
C -7.04681 2.51139 -2.35656
C 0.19829 -2.24791 -1.29588
C 1.58975 -0.88267 2.78468
N -2.42986 1.27989 0.41696
H -1.41370 -2.35869 2.47242
H 4.49650 -0.19015 3.12575
H -8.05066 2.87849 -2.22997
C 0.84064 -1.57128 6.94665
C 2.43950 -0.30042 3.74552
H -7.06330 0.35137 -4.93268
H 2.28774 -3.40121 2.31439
C -0.36517 -2.45918 2.19967
H -0.32545 5.28697 1.24786
N -2.46144 1.47781 -2.64782
H -5.77048 3.84113 -1.12619
H 4.73335 1.05360 -0.61698
C 1.09769 -1.33674 5.49056
C 5.80004 -3.11042 -0.31117
H 1.73644 -1.95264 7.43737
H -2.34269 -0.35071 3.34809
O -1.71569 -0.92301 -0.96703
H -0.74058 6.76292 0.41599
C -0.44129 5.72846 0.26155
C 1.95534 -3.39509 -2.48541
C 7.07005 -3.86303 -0.53352
H 1.48641 1.88695 -3.68072
C 2.41867 -3.71449 1.27649
C -1.93101 0.43616 2.72041
H 3.37816 0.50936 -1.61968
H 7.43128 -3.73169 -1.55296
H 6.95749 -4.92366 -0.32418
H -0.24018 -2.12924 1.17462
H -0.52145 -2.55374 4.80626
C -2.55758 1.05861 -3.90802
H -0.92527 0.14150 2.42878
H 2.88933 -3.36849 -3.03165
C -0.48691 -3.45767 -1.15681
Ir -0.64894 1.90337 -0.31989
I 0.37302 2.66278 2.10442
C 0.06480 -4.62968 -1.64374
C -1.50218 5.05163 -0.53580
C -1.29170 0.75260 -4.36474
H -4.76738 -0.13846 2.18695
H 1.48271 0.63778 -2.41550
C -0.43120 1.02343 -3.31359
C 4.48252 -1.09717 -0.64632
C -4.15856 0.34877 1.44555
C -2.47567 5.73129 -1.25010
H 0.03350 -2.28297 7.10227
C -5.90480 3.02411 -1.81574
C -2.81527 0.66251 1.55084
H 5.02500 0.29180 -2.17094
H 2.82242 -0.11072 5.82792
N -1.71342 3.71407 -0.64861
N -4.85639 2.26486 -2.25864
C 5.63604 -1.82863 -0.84395
C 1.28821 -4.59703 -2.30868
C 0.51964 -1.71047 3.15130
H -3.52707 0.99967 -4.37398
H 2.91559 3.26642 1.42851
C -4.55713 0.82304 0.21017
H 4.83558 -4.69496 0.74995
N -3.50730 1.38622 -0.38343
H 7.84473 -3.46952 0.13033
H -8.48498 0.83753 -4.00486
I 1.69745 3.14730 -0.96989
H -1.88654 1.33153 3.35038
C 1.41242 -2.22094 -1.97748
C 3.68152 0.48317 3.40390
H -5.51861 0.80826 -0.27672
C 3.55934 -2.99895 0.63005
H -4.16040 4.84527 -2.41717
C 4.74418 -3.67469 0.39796
H 4.01543 1.06416 4.26065
N -2.84739 3.56483 -1.39711
Te 2.11420 -0.25539 0.82730
H 1.70708 -5.50978 -2.71087
B -3.46922 2.17055 -1.71374
C -3.29335 4.76034 -1.78591
H -0.13405 -3.52374 2.23289
N 0.15210 0.08143 -0.20689
H 3.54619 1.18604 2.57344
C 2.16952 -0.54464 5.07961
H 1.87771 4.72247 1.21031
H -1.45828 -3.46331 -0.67961
H -2.57689 6.79864 -1.34246
C 4.38750 0.26339 -1.28881
H -1.02127 0.39115 -5.34157
C -6.62579 1.39346 -3.11941

=====

No. 5
# C3HClFNO

A single C3HClFNO molecule (ωB97M-V/def2-TZVPD, the Open Molecules 2025 dataset).

As for the SMILES: Fc1cnc(Cl)o1. The net charge is 0. The electronic energy is -804.94284 Eh. For the HOMO energy, the calculation gives -9.4 eV. The HOMO-LUMO gap comes out at 10.188 eV. The energy above the lowest of the compared OMol25 structures with the same formula, charge and spin is 1.9 kcal/mol.

Positions of all 8 atoms, in Å:
O -0.25664 -1.16980 0.00669
H 1.37125 1.72335 -0.02206
F 1.98845 -1.20132 0.00655
C 0.91361 -0.47335 -0.02101
C 0.70216 0.87734 0.03445
N -0.72024 1.03810 -0.01034
C -1.20641 -0.13608 0.00026
Cl -2.79218 -0.65825 0.00546

=====

No. 6
# H2LiO

A molecular structure, H2LiO (ωB97M-V/def2-TZVPD, the Open Molecules 2025 dataset).

The net charge is +1. The electronic energy is -83.74623 Eh. For the HOMO energy, the calculation gives -19.2 eV. The HOMO-LUMO gap comes out at 13.967 eV. The energy above the lowest of the compared OMol25 structures with the same formula, charge and spin is 11.1 kcal/mol.

Positions of all 4 atoms, in Å:
H -0.07050 0.11442 2.69174
O 0.48712 0.29680 1.90177
H 0.41181 1.26817 1.76390
Li 0.07145 0.05140 0.28680